a.
Computed, not measured: a gas-phase ion, C5H14NO (charge +2), with ωB97M-V with the def2-TZVPD basis set.

Structure (ORCA input):
```
! RIJCOSX wB97M-V def2-TZVPD def2/J DEFGRID3
* xyz 2 2
C 1.20498 1.45161 0.20951
O 0.65557 2.66747 -0.36932
C 0.18124 0.40095 -0.20046
C 0.42841 -0.89461 0.50306
C -0.54954 -2.14451 0.51841
C -0.60309 -2.65145 -0.87489
N -1.15257 1.01476 0.28541
H 1.38660 1.55643 1.32315
H 2.17688 1.25134 -0.37118
H 1.26094 3.11460 -0.88586
H 0.16949 0.17271 -1.39821
H 1.34647 -1.38268 0.24385
H 0.32785 -0.58227 1.59783
H -0.04328 -2.83762 1.24224
H -1.62224 -1.83045 0.79157
H -0.92141 -3.72597 -0.90054
H -1.27336 -2.00307 -1.39390
H 0.39433 -2.51810 -1.44776
H -1.90077 0.49226 -0.19736
H -1.10743 2.13781 0.11878
H -1.34264 0.73993 1.30032
*
```

HOMO level (alpha / beta), eV: -19.55 / -19.46
E_LUMO (alpha / beta), eV: -7.50 / -14.75
Gap between HOMO and LUMO (alpha / beta), eV: 12.1 / 4.7


b.
Computed, not measured: 2 unconnected molecules or ions with the total composition C5H14NO, with ωB97M-V with the def2-TZVPD basis set.

Structure (ORCA input):
```
! RIJCOSX wB97M-V def2-TZVPD def2/J DEFGRID3
* xyz 2 2
C 1.24176 -0.48614 -0.76799
C 1.06194 0.94307 -0.23606
C 1.03130 0.98577 1.40898
C -1.60960 0.96227 1.66324
C -0.37119 0.58564 2.06035
N 0.04311 -1.19241 -0.33055
H 1.49603 -0.53069 -1.82250
H 2.10638 -0.93157 -0.32015
H 0.19132 1.48421 -0.67862
H 1.95943 1.59975 -0.57609
H 1.70679 0.29916 2.09092
H 1.65591 1.88244 1.55819
H -1.88991 1.57150 0.72863
H -2.41452 1.13594 2.43280
H -0.31651 0.32475 3.13849
H 0.16817 -2.19875 -0.16720
H -0.68858 -1.13942 -1.11775
H -0.39558 -0.57535 0.34967
H -1.26559 -2.20595 -3.31080
H -2.15386 -1.03137 -3.38981
O -1.55677 -1.48284 -2.71374
*
```

HOMO level (alpha / beta), eV: -19.15 / -19.15
E_LUMO (alpha / beta), eV: -9.23 / -13.14
Gap between HOMO and LUMO (alpha / beta), eV: 9.9 / 6.0


Most stable structure: b


a.
Computed, not measured: C4H5NO3 in the gas phase, with ωB97M-V with the def2-TZVPD basis set.

Structure (ORCA input):
```
! RIJCOSX wB97M-V def2-TZVPD def2/J DEFGRID3
* xyz 0 1
O -2.43244 -1.14332 -0.34186
C -2.11295 -0.13618 0.20443
N -0.81208 0.36072 0.46058
C -0.37817 1.55686 -0.19491
C 0.19104 0.24109 -0.57881
C 1.57000 -0.20074 -0.09833
O 2.50113 -0.44222 -0.80539
O 1.57165 -0.37366 1.22600
H -2.88305 0.52321 0.63398
H 0.21305 2.20344 0.42620
H -1.00130 2.04292 -0.93924
H -0.07312 -0.15736 -1.55447
H 0.68664 -0.22984 1.58515
*
```

HOMO level, eV: -10.59
E_LUMO, eV: 0.49
Gap between HOMO and LUMO, eV: 11.1
SMILES: O=CN1C[C@H]1C(=O)O


b.
Computed, not measured: C4H5NO3 in the gas phase, with ωB97M-V with the def2-TZVPD basis set.

Structure (ORCA input):
```
! RIJCOSX wB97M-V def2-TZVPD def2/J DEFGRID3
* xyz 0 1
C 0.22462 -0.24901 1.81599
C -0.00628 -0.26985 0.49230
N 0.29543 0.69927 -0.46368
C 0.80627 1.94039 -0.20434
O 1.21161 2.35597 0.86727
O -0.61578 -1.49172 0.04230
C -0.95696 -1.72164 -1.22262
O -0.99459 -0.95460 -2.18913
H -0.01043 -1.14781 2.35351
H 0.70060 0.58084 2.31540
H -0.14306 0.50342 -1.39041
H 0.85674 2.51028 -1.16587
H -1.36818 -2.75554 -1.25072
*
```

HOMO level, eV: -9.22
E_LUMO, eV: 0.69
Gap between HOMO and LUMO, eV: 9.9
SMILES: C=C(NC=O)OC=O


c.
Computed, not measured: C4H5NO3 in the gas phase, with ωB97M-V with the def2-TZVPD basis set.

Structure (ORCA input):
```
! RIJCOSX wB97M-V def2-TZVPD def2/J DEFGRID3
* xyz 0 1
N -0.24066 1.79411 -0.06391
C -0.00461 0.35526 -0.12806
C -1.07533 -0.59148 -0.11064
O -2.43185 -0.24353 0.06682
C -0.50671 -1.82754 -0.21214
O 0.89229 -1.67819 0.01582
C 1.15886 -0.32449 -0.11490
O 2.40956 0.08603 -0.10284
H 0.01800 2.38971 -0.88711
H 0.24342 2.24187 0.74771
H -2.34876 0.75606 -0.02265
H -0.89681 -2.80768 0.03267
H 2.78260 -0.15012 0.77923
*
```

HOMO level, eV: -8.33
E_LUMO, eV: 0.44
Gap between HOMO and LUMO, eV: 8.8
SMILES: Nc1c(O)coc1O


d.
Computed, not measured: C4H5NO3 in the gas phase, with ωB97M-V with the def2-TZVPD basis set.

Structure (ORCA input):
```
! RIJCOSX wB97M-V def2-TZVPD def2/J DEFGRID3
* xyz 0 1
N -2.48184 0.24618 0.14461
C -1.17303 -0.00941 -0.02926
C -0.25368 0.96756 -0.26834
C 1.15166 0.72750 -0.28988
O 2.02735 1.55757 -0.41258
C 1.56326 -0.78066 -0.04176
O 1.14850 -1.73290 -0.65480
O 2.55591 -0.86309 0.84110
H -2.80959 1.19769 0.12184
H -3.16025 -0.49354 0.12610
H -0.93917 -1.06145 -0.10618
H -0.55232 2.00777 -0.29511
H 2.92322 -1.76322 0.86427
*
```

HOMO level, eV: -8.91
E_LUMO, eV: 0.60
Gap between HOMO and LUMO, eV: 9.5
SMILES: N/C=C/C(=O)C(=O)O


Most stable structure: d